DFT (ωB97M-V with the def2-TZVPD basis set) results for a 9-piece molecular cluster, C4H26N2O9 overall in a non-equilibrium geometry.

```
! wB97M-V def2-TZVPD RIJCOSX def2/J DEFGRID3
* xyz 0 1
C -2.8336 0.6573 2.5366
C -2.0909 1.4998 1.5232
N -1.0247 0.8456 0.7417
C 0.3170 1.2887 1.0428
C 1.3204 0.2855 0.4588
N 1.4181 0.4347 -0.8738
O 2.1543 -0.3476 1.0996
H -3.4488 1.1865 3.2663
H -3.4692 -0.1008 2.0831
H -2.1793 0.1935 3.2884
H -2.8586 1.6956 0.7679
H -1.8082 2.4026 2.0576
H -1.2119 -0.1449 0.8441
H 0.4815 2.3087 0.7033
H 0.5726 1.2432 2.1134
H 0.6975 0.9966 -1.3071
H 2.0547 0.0687 -1.5581
O -2.0657 -2.4819 -1.3986
H -1.5203 -1.7909 -1.0076
H -1.5416 -3.2473 -1.1988
O 2.0141 -2.9505 0.1298
H 1.9963 -1.9918 0.2770
H 1.8682 -3.3880 0.9710
O -0.2910 -1.7803 3.2800
H 0.6362 -1.6854 3.5407
H -0.2221 -1.5669 2.3424
O -1.2245 0.6779 -2.4518
H -2.1051 0.8882 -2.8320
H -1.4155 1.0822 -1.5877
O -3.8294 0.3229 -2.8499
H -3.2954 -0.4833 -2.8782
H -4.4811 0.1536 -2.1636
O 2.8901 -0.4788 3.6682
H 2.1523 -0.3643 3.0569
H 3.6626 -0.3137 3.1219
O 2.9530 2.7411 -1.0769
H 2.3258 2.2400 -1.5868
H 3.7821 2.8709 -1.5327
O 0.3480 0.2358 -4.5650
H 0.4889 0.6146 -3.6949
H 0.2853 -0.6936 -4.3293
*
```

total energy: -954.640342 a.u.
SMILES: CCNCC(N)=O.O.O.O.O.O.O.O.O
energy relative to the best compared isomer or geometry (same formula, charge and spin): 2.737 eV
LUMO energy: -0.0004 hartree


DFT (ωB97M-V with the def2-TZVPD basis set) results for C5H16AgIO5 as an isolated structure in a non-equilibrium geometry.

```
! wB97M-V def2-TZVPD RIJCOSX def2/J DEFGRID3
* xyz 1 2
Ag -19.3240 -7.6470 -20.9667
I -16.8004 -8.8603 -20.0403
C -21.8768 -7.8367 -19.2627
O -21.5838 -8.4936 -20.5383
H -20.9365 -7.4745 -18.8471
H -22.3500 -6.8894 -19.5212
H -22.4785 -8.4116 -18.5587
H -22.3449 -9.0686 -20.6464
C -19.5653 -8.7382 -24.4241
C -18.5642 -8.0043 -25.2987
O -17.3354 -8.7334 -25.4221
O -19.0387 -9.0901 -23.1919
H -19.9155 -9.6369 -24.9316
H -20.4716 -8.1571 -24.2536
H -18.2883 -7.1464 -24.6855
H -18.9578 -7.6302 -26.2438
H -16.7805 -8.4826 -24.6800
H -18.1986 -9.5488 -23.2646
C -20.0871 -4.7548 -22.3754
C -18.9695 -4.8032 -21.3576
O -17.9965 -5.8160 -21.5464
O -20.6617 -6.0845 -22.1398
H -19.7115 -4.6337 -23.3915
H -20.7509 -3.8918 -22.3226
H -19.4154 -4.8882 -20.3666
H -18.5307 -3.8329 -21.5901
H -17.4419 -5.4488 -22.2387
H -21.5238 -6.2360 -22.5340
*
```

total energy: -1020.638708 a.u.
⟨S²⟩: 0.753
LUMO energy (spin up / spin down): -0.1078 / -0.2510 hartree


DFT (ωB97M-V with the def2-TZVPD basis set) results for a 16-piece molecular cluster, C70H181N9O25 overall in a non-equilibrium geometry.

```
! wB97M-V def2-TZVPD RIJCOSX def2/J DEFGRID3
* xyz 0 1
C 2.8415 3.7685 -0.4400
C 3.7831 3.2310 -1.5913
O 3.3638 1.9352 -2.0016
H 3.1692 3.4457 0.5482
H 1.8207 3.4219 -0.6009
H 2.8977 4.8517 -0.3330
H 4.8406 3.3423 -1.3518
H 3.7102 3.9174 -2.4348
H 4.0770 1.5730 -2.5324
C -2.6336 -5.4530 2.2131
C -2.6658 -4.4336 1.0396
O -1.5919 -4.7725 0.2162
H -1.6269 -5.5004 2.6285
H -2.8918 -6.4261 1.7952
H -3.3639 -5.1045 2.9432
H -2.4843 -3.4805 1.5362
H -3.5875 -4.5300 0.4657
H -0.7338 -4.5808 0.6015
C 2.6528 -8.0038 -3.3539
C 1.6863 -6.8758 -3.1870
O 0.3711 -7.2836 -3.5347
H 3.6781 -7.6865 -3.1639
H 2.7201 -8.3742 -4.3768
H 2.4467 -8.8004 -2.6390
H 1.9919 -5.9805 -3.7285
H 1.6977 -6.7265 -2.1073
H -0.2603 -6.6437 -3.1979
C 7.1370 1.0048 -4.7939
C 5.9412 1.6185 -4.0362
O 5.2319 0.5360 -3.5245
H 7.8385 1.7302 -5.2059
H 6.7459 0.4650 -5.6563
H 7.6415 0.2129 -4.2404
H 5.2773 2.1157 -4.7434
H 6.2691 2.2943 -3.2464
H 4.7702 0.0699 -4.2254
C 2.5151 -6.0722 2.3341
C 2.1667 -5.0588 1.3037
O 0.8841 -4.5541 1.6689
H 1.9066 -6.9433 2.0911
H 2.3862 -5.7106 3.3543
H 3.5283 -6.4535 2.2071
H 2.1894 -5.4871 0.3016
H 2.8238 -4.1897 1.2732
H 1.0027 -4.0247 2.4609
C -2.5577 3.3532 -8.9514
O -2.1657 2.4213 -7.9883
C -2.5171 1.0996 -8.3621
C -2.0622 0.0881 -7.2995
N -2.5230 0.4389 -5.9443
C -1.9051 -0.5047 -4.9779
C -1.9645 0.1480 -3.6006
O -1.1270 1.2815 -3.5342
C -1.2968 2.0600 -2.3593
H -3.6384 3.4955 -8.9483
H -2.2405 3.0266 -9.9418
H -1.9877 4.2672 -8.7847
H -1.9209 0.8152 -9.2291
H -3.5934 1.1452 -8.5286
H -0.9840 -0.0232 -7.4145
H -2.4303 -0.9010 -7.5719
H -2.1738 1.3522 -5.6911
H -0.8708 -0.7137 -5.2509
H -2.4637 -1.4403 -5.0018
H -1.6820 -0.5525 -2.8147
H -2.9918 0.5016 -3.5125
H -0.8699 1.5329 -1.5061
H -2.3198 2.3733 -2.1509
H -0.6194 2.9130 -2.3998
C 4.5130 -1.3720 3.0265
O 3.3901 -1.5638 3.9147
C 2.1400 -1.2866 3.2874
C 0.8188 -1.8151 3.9819
N 0.8545 -3.2924 4.1709
C -0.4016 -3.6589 4.8324
C -0.3722 -5.1322 5.1936
O -1.6907 -5.6002 5.5514
C -1.7488 -6.9297 6.0597
H 4.2838 -1.9375 2.1233
H 5.4432 -1.8014 3.3985
H 4.6196 -0.3282 2.7314
H 2.1063 -1.7606 2.3064
H 2.0600 -0.2161 3.0987
H 0.0629 -1.5089 3.2587
H 0.7877 -1.3213 4.9531
H 1.5106 -3.4835 4.9146
H -1.2627 -3.3210 4.2558
H -0.5187 -3.1026 5.7624
H 0.3363 -5.2078 6.0186
H 0.0091 -5.6755 4.3290
H -2.7058 -7.4162 5.8712
H -1.4991 -6.8866 7.1199
H -1.0084 -7.6009 5.6245
C -0.0518 -3.2017 -6.5841
O -0.4551 -3.0784 -5.1768
C 0.3335 -3.9253 -4.3516
C -0.2583 -4.0597 -2.9169
N -1.1890 -5.1580 -2.7062
C -2.4060 -5.0883 -3.5754
C -3.3466 -3.9422 -3.0556
O -4.5673 -4.1506 -3.8089
C -5.5597 -3.1870 -3.5999
H 1.0277 -3.1594 -6.7284
H -0.5895 -2.3957 -7.0834
H -0.4445 -4.1297 -6.9996
H 1.3562 -3.5492 -4.3784
H 0.5163 -4.9308 -4.7307
H -0.8155 -3.1669 -2.6331
H 0.4952 -4.1242 -2.1319
H -1.4068 -5.1018 -1.7216
H -2.9483 -5.9967 -3.3131
H -2.2189 -5.1812 -4.6452
H -2.9313 -2.9455 -3.2046
H -3.6231 -4.0983 -2.0128
H -5.7131 -3.0478 -2.5297
H -6.4983 -3.5433 -4.0243
H -5.2915 -2.2010 -3.9794
C 3.3696 3.7150 3.8679
O 3.7797 4.7561 3.0380
C 4.3180 5.8499 3.7210
C 4.5859 6.9495 2.6986
N 5.5846 6.4658 1.7221
C 5.6177 7.4831 0.6442
C 6.5482 7.1632 -0.5258
O 5.9076 6.1432 -1.2460
C 6.5102 5.7856 -2.4569
H 2.8675 2.9127 3.3272
H 2.8170 4.0092 4.7602
H 4.2731 3.2210 4.2253
H 5.2319 5.5537 4.2360
H 3.7388 6.3862 4.4726
H 4.9180 7.8442 3.2253
H 3.6029 7.1742 2.2846
H 5.2530 5.5889 1.3462
H 5.9630 8.4173 1.0870
H 4.6403 7.6890 0.2080
H 7.5194 6.7809 -0.2115
H 6.7750 8.0714 -1.0843
H 5.9980 5.0043 -3.0184
H 7.5289 5.4326 -2.2964
H 6.5083 6.6907 -3.0643
C -7.9633 6.4478 0.4912
O -6.9210 6.3959 1.4415
C -6.1777 7.6045 1.4941
C -4.9338 7.4806 2.4289
N -3.7626 7.0355 1.6955
C -3.9232 5.6643 1.1075
C -2.6444 5.3158 0.2812
O -1.5505 5.1378 1.1839
C -0.3189 4.9554 0.4966
H -8.4795 5.4878 0.5048
H -7.5425 6.5125 -0.5122
H -8.6952 7.2469 0.6089
H -6.7522 8.3979 1.9722
H -5.8068 7.8789 0.5066
H -5.1918 6.8054 3.2448
H -4.5870 8.4715 2.7223
H -3.0107 7.0506 2.3697
H -4.7653 5.5780 0.4207
H -4.1646 4.9054 1.8517
H -2.4988 6.0679 -0.4942
H -2.8003 4.3550 -0.2093
H -0.0618 5.7313 -0.2245
H -0.3122 4.0501 -0.1104
H 0.4775 4.8450 1.2325
C 7.0954 2.3822 5.0343
O 6.5074 1.9912 3.7690
C 6.7081 2.8363 2.7328
C 6.0697 2.2748 1.4037
N 6.7389 1.0554 0.9774
C 6.1198 0.5354 -0.2434
C 6.7192 -0.8535 -0.5029
O 6.0183 -1.8049 0.3078
C 6.5823 -3.1203 0.1666
H 8.1209 2.6699 4.8025
H 7.0140 1.6114 5.8006
H 6.6676 3.2841 5.4722
H 7.7718 3.0110 2.5716
H 6.2182 3.7994 2.8765
H 6.2321 3.0236 0.6284
H 5.0115 2.0234 1.4759
H 6.7485 0.3026 1.6507
H 6.1651 1.1905 -1.1134
H 5.0380 0.4392 -0.1515
H 7.7968 -0.8346 -0.3399
H 6.5893 -1.0161 -1.5729
H 7.6355 -3.0059 0.4231
H 6.5362 -3.4354 -0.8758
H 6.0900 -3.8342 0.8270
C 0.6447 2.2405 -6.5043
O 1.5730 1.1529 -6.4238
C 2.0782 0.8811 -5.1006
C 2.5792 -0.5809 -5.1161
N 3.7827 -0.6978 -5.8481
C 4.3329 -2.0201 -5.8573
C 4.7244 -2.6276 -4.5453
O 3.6264 -3.0816 -3.8176
C 3.9289 -3.9151 -2.7329
H 0.4932 2.3864 -7.5738
H 0.9444 3.1994 -6.0814
H -0.3093 1.9720 -6.0507
H 1.2761 0.9166 -4.3634
H 2.9348 1.5235 -4.8963
H 1.7556 -1.1596 -5.5344
H 2.8200 -0.8895 -4.0989
H 3.5678 -0.5308 -6.8207
H 5.2426 -1.9758 -6.4561
H 3.6042 -2.6223 -6.4000
H 5.3498 -1.9313 -3.9867
H 5.3996 -3.4533 -4.7699
H 4.5584 -3.4368 -1.9825
H 4.3935 -4.8444 -3.0627
H 3.0505 -4.1563 -2.1342
C -1.6440 1.8815 1.7213
O -2.7742 2.3453 2.5463
C -4.0510 1.7778 2.3926
C -5.0785 2.3141 3.4203
N -4.3936 2.5737 4.6983
C -5.3011 3.1576 5.7372
C -5.4852 4.6696 5.4981
O -6.3083 5.2838 6.4389
C -6.5014 6.6601 6.2517
H -0.7023 2.3718 1.9682
H -1.9098 2.0467 0.6772
H -1.5800 0.7934 1.7143
H -4.0011 0.6967 2.5229
H -4.4828 1.9520 1.4070
H -5.9281 1.6557 3.6014
H -5.5466 3.2232 3.0428
H -3.5227 3.0842 4.6648
H -4.9349 3.0519 6.7584
H -6.2208 2.5726 5.7323
H -5.8991 4.8724 4.5104
H -4.5301 5.1931 5.5412
H -7.2299 6.9383 7.0132
H -7.0710 6.8836 5.3496
H -5.6608 7.3520 6.3041
C -5.4074 -5.1074 5.5503
O -5.8351 -4.7718 4.2167
C -7.1515 -4.3142 4.1540
C -7.5797 -4.0125 2.7327
N -6.7900 -2.8781 2.2305
C -6.9167 -2.7769 0.7804
C -5.9303 -1.6742 0.3191
O -4.6879 -2.3041 0.1418
C -3.7082 -1.4021 -0.4333
H -4.3311 -5.2657 5.6183
H -5.9049 -5.9272 6.0684
H -5.5456 -4.2543 6.2147
H -7.2568 -3.4672 4.8320
H -7.7363 -5.1334 4.5724
H -8.6361 -3.7596 2.6427
H -7.4191 -4.9043 2.1269
H -5.8014 -3.0038 2.3945
H -7.9676 -2.6248 0.5343
H -6.6186 -3.7535 0.3988
H -5.9663 -0.7934 0.9603
H -6.2982 -1.3676 -0.6600
H -3.4643 -0.5071 0.1389
H -4.1168 -1.0663 -1.3864
H -2.8290 -1.9840 -0.7100
C -2.6193 -1.7785 6.4244
C -3.2345 -0.9174 5.3385
C -4.4059 -1.4774 4.6568
O -3.5955 0.2653 6.0440
H -1.7634 -1.3499 6.9457
H -2.5349 -2.7895 6.0258
H -3.4156 -1.9047 7.1580
H -2.5969 -0.5358 4.5410
H -4.1666 -2.3619 4.0663
H -4.8269 -0.7617 3.9506
H -5.2058 -1.7842 5.3306
H -3.8846 0.9665 5.4554
C 2.6035 -1.1444 -1.0696
C 1.2175 -0.5513 -1.0870
C 0.1420 -1.3180 -0.2480
O 1.3004 0.6431 -0.5185
H 3.0508 -1.1336 -0.0757
H 3.3132 -0.6765 -1.7519
H 2.4772 -2.2130 -1.2441
H 0.9051 -0.4659 -2.1278
H -0.6130 -1.7790 -0.8848
H -0.4282 -0.7028 0.4481
H 0.5964 -2.1098 0.3475
H 1.9236 1.2190 -0.9673
*
```

total energy: -5148.893202 a.u.
LUMO energy: 0.0199 hartree


DFT (ωB97M-V with the def2-TZVPD basis set) results for a 10-piece molecular cluster, C28H30F9NO29 overall in a non-equilibrium geometry.

```
! wB97M-V def2-TZVPD RIJCOSX def2/J DEFGRID3
* xyz 0 1
O 2.3423 7.3591 -3.0516
C 1.6545 6.5745 -2.3908
O 1.2543 5.4229 -2.7802
C 0.1321 5.0087 -1.9793
C 0.4197 5.7181 -0.6808
F 1.1490 4.8494 0.1352
O 1.0673 6.8797 -1.1836
H -0.6834 5.4053 -2.5841
H 0.2506 3.9323 -1.8550
H -0.4277 6.0066 -0.0589
O 2.9263 -3.2831 2.2798
C 3.0877 -2.2010 2.8129
O 2.4723 -1.8192 3.9127
C 2.6154 -0.4414 4.1012
C 3.8600 -0.1184 3.2729
F 4.9871 -0.0460 4.0624
O 3.8540 -1.1390 2.3117
H 1.7160 0.1021 3.8117
H 2.7521 -0.2080 5.1571
H 3.8820 0.7989 2.6845
O 0.1137 1.2747 6.0747
C -0.8142 0.5958 5.5778
O -0.7266 -0.1250 4.4175
C -1.9939 -0.0719 3.8661
C -2.8573 -0.1822 5.1243
F -2.9215 -1.4622 5.5043
O -2.0721 0.5411 5.9947
H -2.1898 0.8301 3.2864
H -2.0669 -0.8584 3.1151
H -3.8467 0.2165 4.9000
O -3.2046 6.2050 -0.6284
C -3.4212 5.0730 -1.1030
O -4.5731 4.6498 -1.4579
C -4.4516 3.4142 -2.2606
C -3.3236 2.8200 -1.5326
F -2.5995 2.1429 -2.4010
O -2.6335 3.9219 -1.0191
H -5.4398 2.9566 -2.2137
H -4.4226 3.5079 -3.3462
H -3.8130 2.1495 -0.8262
O -3.0820 -5.5770 3.0304
C -2.1781 -4.9100 3.3521
O -1.3432 -5.1507 4.4158
C -0.4472 -4.1006 4.4502
C -0.6038 -3.4724 3.0895
F 0.3783 -4.0231 2.3794
O -1.8621 -3.7845 2.6791
H -0.7427 -3.3696 5.2028
H 0.6231 -4.3062 4.4634
H -0.4052 -2.4030 3.1595
O 0.3328 -2.5615 -2.6914
C 1.2217 -3.1028 -2.0263
O 1.1751 -4.4152 -1.5513
C 2.4119 -4.7027 -0.8847
C 3.2998 -3.5258 -1.1314
F 4.1829 -3.9455 -2.0197
O 2.4400 -2.5471 -1.7051
H 2.2610 -4.7069 0.1948
H 2.8208 -5.6213 -1.3053
H 3.8262 -3.1992 -0.2345
O 3.7805 0.0062 -4.5409
C 4.2541 0.1303 -3.4233
O 3.5432 0.1712 -2.2991
C 4.3520 0.1528 -1.1868
C 5.6383 -0.2513 -1.7709
F 5.9314 -1.5798 -1.7735
O 5.5910 0.1906 -3.0554
H 4.3718 1.0798 -0.6137
H 4.1876 -0.6094 -0.4252
H 6.5123 0.1782 -1.2812
O -4.7522 -2.1657 2.8442
C -4.5878 -2.0276 1.6292
O -5.3733 -2.6155 0.7155
C -5.0255 -2.0709 -0.5769
C -3.5480 -1.5552 -0.3159
F -3.2767 -0.3641 -0.9341
O -3.5888 -1.4404 1.0706
H -4.8946 -2.9078 -1.2628
H -5.7694 -1.3991 -1.0052
H -2.7891 -2.2272 -0.7168
O 1.6000 2.5656 -3.7858
C 0.7041 1.9922 -4.4105
O -0.2732 1.3497 -3.8298
C -1.1470 0.8682 -4.7487
C -0.2972 0.6914 -5.9577
F -0.8714 0.9420 -7.1446
O 0.6899 1.7381 -5.7592
H -1.6213 -0.0402 -4.3773
H -1.9499 1.5850 -4.9210
H 0.3315 -0.1970 -6.0181
C 0.2917 0.4892 -0.7985
N 0.1581 -0.4236 0.4544
O -0.6821 -1.2812 0.5528
O 1.0015 -0.1726 1.2819
H -0.5223 1.1880 -0.9910
H 0.5099 -0.1144 -1.6795
H 1.1573 1.1485 -0.8624
*
```

total energy: -4220.379166 a.u.
SMILES: O=C1OC[C@@H](F)O1.O=C1OC[C@@H](F)O1.O=C1OC[C@@H](F)O1.O=C1OC[C@@H](F)O1.O=C1OC[C@@H](F)O1.O=C1OC[C@@H](F)O1.O=C1OC[C@@H](F)O1.O=C1OC[C@@H](F)O1.O=C1OC[C@@H](F)O1.C[N+](=O)[O-]
energy relative to the best compared isomer or geometry (same formula, charge and spin): 4.828 eV
LUMO energy: -0.0196 hartree


DFT (ωB97M-V with the def2-TZVPD basis set) results for a 2-piece molecular cluster, C5H10O2 overall.

```
! wB97M-V def2-TZVPD RIJCOSX def2/J DEFGRID3
* xyz 0 1
C -2.4975 -0.8054 -0.2735
C -1.7092 0.4856 -0.4796
C -0.4129 0.4803 0.2868
O 0.6267 -0.3015 -0.3143
C 0.7908 1.1260 -0.2324
C 3.5678 -0.1431 0.8370
O 2.9884 -1.2763 0.5602
H -3.4034 -0.8167 -0.8870
H -1.8887 -1.6729 -0.5489
H -2.7999 -0.9223 0.7734
H -1.4737 0.6197 -1.5420
H -2.3035 1.3542 -0.1682
H -0.4935 0.3425 1.3669
H 2.0478 -1.0799 0.3295
H 1.5948 1.4313 0.4335
H 0.7435 1.6279 -1.1979
H 4.6225 -0.4494 1.0565
*
```

total energy: -346.846790 a.u.
energy relative to the best compared isomer or geometry (same formula, charge and spin): 4.861 eV
LUMO energy: 0.0397 hartree


DFT (ωB97M-V with the def2-TZVPD basis set) results for C5H14N2 as an isolated structure in a non-equilibrium geometry.

```
! wB97M-V def2-TZVPD RIJCOSX def2/J DEFGRID3
* xyz 0 1
C 1.1302 -0.5655 -0.5842
N 1.5325 0.2344 0.5828
C 1.4949 -0.4255 1.7137
C -0.3131 -1.1502 -0.4464
C -1.2930 -0.0631 0.0432
C -1.2242 1.2384 -0.7422
N -1.5931 1.2267 -2.1640
H 1.8483 -1.3875 -0.6666
H 1.1111 -0.0051 -1.5193
H 2.0239 0.9666 3.2044
H 0.4999 -0.8290 2.0111
H 1.6641 0.4842 2.6355
H 2.3762 -1.0360 1.9290
H -0.2453 -1.9628 0.2781
H -0.6620 -1.5874 -1.3898
H -0.9618 0.0297 1.0797
H -2.3303 -0.4195 0.0508
H -1.9227 1.9362 -0.2625
H -0.2418 1.6992 -0.6176
H -0.7175 1.1597 -2.6693
H -2.1763 0.4565 -2.4664
*
```

total energy: -308.198541 a.u.
energy relative to the best compared isomer or geometry (same formula, charge and spin): 6.109 eV
LUMO energy: -0.0360 hartree